#w
Molecular formula: C3H6O3
Method: DFT, wB97M-V/def2-TZVPD

CARTESIAN COORDINATES (ANGSTROEM)
1 O 0.75478 1.60886 0.50966
2 C -0.41474 1.04992 -0.68342
3 C -0.21998 -0.44286 -0.57374
4 O 1.15355 -0.75739 -0.68896
5 C -0.72870 -0.99376 0.74612
6 O 0.00148 -1.57229 1.52292
7 H 1.40249 0.87611 0.40140
8 H 0.69671 1.97111 -0.48259
9 H -1.35177 1.36005 -0.20185
10 H -0.82011 -0.89001 -1.38657
11 H 1.31842 -1.44473 -0.01769
12 H -1.79660 -0.81367 0.97403

Values from the calculation:
Kohn-Sham gap, hartree: 0.3438
E_HOMO, eV: -8.74



#x
Molecular formula: C3H6O3
Method: DFT, wB97M-V/def2-TZVPD

CARTESIAN COORDINATES (ANGSTROEM)
1 O -1.46659 1.47861 -1.00810
2 C -0.55286 1.27348 -0.24414
3 C 0.38584 0.08741 -0.50336
4 O -0.52984 -1.09518 -0.96162
5 C 0.90417 -0.35834 0.86001
6 O -0.35352 -0.77239 1.32641
7 H -0.39559 1.90965 0.65893
8 H 1.01845 0.16084 -1.37862
9 H -1.35532 -0.72377 -1.33753
10 H 1.66190 -1.15481 0.77849
11 H 1.40692 0.44066 1.47145
12 H -0.72355 -1.24616 0.33809

Values from the calculation:
Kohn-Sham gap, hartree: 0.3813
E_HOMO, eV: -9.92



What should be chosen as the most stable of them? Choose #x.



#w
Molecular formula: C3H6O3
Method: DFT, wB97M-V/def2-TZVPD

CARTESIAN COORDINATES (ANGSTROEM)
1 O -0.75935 -1.66883 -1.10303
2 C -0.76023 -0.47129 -1.05874
3 O -1.17914 0.32842 -2.05253
4 C -0.38647 0.31651 0.19503
5 C 0.93615 -0.15329 0.75490
6 O 1.11774 0.31402 2.08553
7 H -1.38465 -0.23359 -2.81698
8 H -1.19802 0.13033 0.89017
9 H -0.32522 1.33143 -0.11144
10 H 1.80293 0.06220 0.12955
11 H 0.84950 -1.21582 0.92967
12 H 1.28674 1.25990 2.15787

Values from the calculation:
Kohn-Sham gap, hartree: 0.4122
E_HOMO, eV: -10.54



#x
Molecular formula: C3H6O3
Method: DFT, wB97M-V/def2-TZVPD

CARTESIAN COORDINATES (ANGSTROEM)
1 O -1.54187 -0.22697 -1.10918
2 C -0.24753 0.21034 -1.31186
3 C 0.34652 1.36515 -0.56789
4 O 0.15972 0.79894 0.74335
5 C 0.83755 0.04755 -0.28847
6 H -1.74569 -0.02560 -0.18262
7 H 0.03878 0.10448 -2.35646
8 H 0.80584 2.32983 -0.72558
9 H 1.81775 -0.38751 -0.15609
10 O 0.03373 -1.58569 2.28205
11 H -0.06628 -0.63638 2.12642
12 H -0.43852 -1.99415 1.54632

Values from the calculation:
Kohn-Sham gap, hartree: 0.3982
E_HOMO, eV: -10.00



#y
Molecular formula: C3H6O3
Method: DFT, wB97M-V/def2-TZVPD

CARTESIAN COORDINATES (ANGSTROEM)
1 O 0.87935 1.63153 -0.60214
2 C 1.20250 0.55841 -1.06415
3 O 1.11640 -0.64620 -0.52341
4 C 0.21541 -0.90754 0.57443
5 C -1.10051 -0.18278 0.32773
6 O -1.15745 1.10103 0.87482
7 H 1.64074 0.44932 -2.05404
8 H 0.09983 -1.99335 0.52203
9 H 0.67619 -0.61922 1.52163
10 H -1.18998 -0.17304 -0.76874
11 H -1.93295 -0.76855 0.72781
12 H -0.43464 1.58327 0.43462

Values from the calculation:
Kohn-Sham gap, hartree: 0.4061
E_HOMO, eV: -10.21



#z
Molecular formula: C3H6O3
Method: DFT, wB97M-V/def2-TZVPD

CARTESIAN COORDINATES (ANGSTROEM)
1 C 1.59758 0.85663 0.20052
2 C 0.00944 -0.97170 -0.62430
3 C -1.94532 -0.12312 0.49146
4 H 1.95910 1.41226 -0.91480
5 H 0.39500 1.69742 0.72851
6 H 2.50583 0.65119 1.36326
7 H -0.00992 -2.15742 -1.01925
8 H -0.44453 -0.23901 -1.48308
9 H -2.52302 0.03947 1.39054
10 O 1.43125 -0.67657 -0.19385
11 O -0.71708 -1.08235 0.66929
12 O -2.25834 0.59320 -0.60830

Values from the calculation:
Kohn-Sham gap, hartree: 0.3848
E_HOMO, eV: -10.33



What should be chosen as the most stable of them? Choose #w.



#w
Molecular formula: C3H6O3
Method: DFT, wB97M-V/def2-TZVPD

CARTESIAN COORDINATES (ANGSTROEM)
1 O 1.02662 -1.49632 -0.87238
2 C 0.30101 -0.47289 -1.05825
3 O -0.84907 -0.45563 -1.77256
4 C 0.43133 0.80154 -0.25668
5 C -0.34537 0.50845 1.08736
6 O -0.29230 -0.84625 1.57550
7 H -0.96029 -1.34746 -2.14687
8 H -0.13228 1.69017 -0.79887
9 H 1.61871 1.07969 -0.21138
10 H -1.47637 0.55536 0.99204
11 H 0.02018 1.22760 1.83846
12 H 0.65783 -1.24426 1.62363

Values from the calculation:
Kohn-Sham gap, hartree: 0.4089
E_HOMO, eV: -10.40



#x
Molecular formula: C3H6O3
Method: DFT, wB97M-V/def2-TZVPD

CARTESIAN COORDINATES (ANGSTROEM)
1 C 0.80305 -0.09383 -1.71526
2 C -0.87043 0.39744 1.92465
3 C -0.30094 0.34559 0.52073
4 O -0.54213 1.24878 -0.30366
5 O 0.46842 -1.26683 -2.22031
6 O 0.46722 -0.63459 0.23986
7 H 0.83897 -1.97155 -1.66566
8 H 1.80323 0.06765 -1.33945
9 H 0.33867 0.72112 -2.24669
10 H -1.49983 -0.47850 2.08931
11 H -0.05366 0.35997 2.64724
12 H -1.45258 1.30476 2.06923

Values from the calculation:
Kohn-Sham gap, hartree: 0.3593
E_HOMO, eV: -9.58



What should be chosen as the most stable of them? Choose #w.